Below is a 10-piece molecular cluster, H20O10 overall, with properties calculated with the ωB97M-V functional and the def2-TZVPD basis.

Summary:
Highest occupied orbital energy   -0.3534 hartree
SMILES   O.O.O.O.O.O.O.O.O.O
E_tot   -20799.691 eV

XYZ file:
```
30
H20O10 | OMol25 | the ωB97M-V functional and the def2-TZVPD basis
O 5.09 11.65 16.78
H 5.78 11.55 17.44
H 5.54 11.58 15.94
O 5.06 14.37 22.52
H 5.07 15.22 22.95
H 4.22 13.98 22.77
O 2.14 10.85 19.52
H 1.56 10.23 19.08
H 2.83 11.02 18.88
O 4.65 13.69 19.68
H 4.75 14.06 20.55
H 5.04 12.82 19.74
O 7.47 11.48 18.70
H 8.31 11.07 18.47
H 7.66 12.42 18.69
O 7.55 14.10 21.23
H 7.81 13.18 21.18
H 6.67 14.07 21.61
O 3.60 16.80 21.42
H 2.91 16.15 21.34
H 3.57 17.07 22.34
O 5.43 11.36 21.06
H 5.27 10.59 21.61
H 6.38 11.48 21.08
O 6.25 16.84 21.10
H 6.67 17.57 21.56
H 5.34 16.87 21.39
O 5.08 16.14 18.38
H 4.91 15.25 18.71
H 5.76 16.48 18.97
```


Below is an isolated ion of composition C3H7FN3 and charge +1 at a distorted geometry, with properties calculated with the ωB97M-V functional and the def2-TZVPD basis.

Summary:
Spin multiplicity   3
Highest occupied orbital energy (spin up / spin down)   -0.3828 / -0.5779 hartree
Total charge   +1
E_tot   -10399.325 eV

XYZ file:
```
14
C3H7FN3 | OMol25 | the ωB97M-V functional and the def2-TZVPD basis
C 0.50 -0.18 0.39
C -2.14 0.55 -1.31
C 1.73 -0.01 1.23
N -0.51 0.67 0.38
N -1.78 0.69 -0.11
N 0.48 -1.29 -0.38
F -1.42 -0.02 -2.27
H -3.15 0.91 -1.60
H 2.43 -0.67 0.85
H 2.10 1.10 1.30
H 1.48 -0.01 2.27
H -0.46 1.57 0.92
H 1.22 -1.77 -0.89
H -0.47 -1.54 -0.78
```


Below is a 2-piece molecular cluster, C8H8NO5S overall at a distorted geometry, with properties calculated with the ωB97M-V functional and the def2-TZVPD basis.

Summary:
Highest occupied orbital energy   -0.1750 hartree
Total charge   -1
E_tot   -30986.670 eV

XYZ file:
```
23
C8H8NO5S | OMol25 | the ωB97M-V functional and the def2-TZVPD basis
C -1.92 1.16 0.29
C -0.53 1.31 0.06
C -1.80 -1.09 -0.35
C -2.55 -0.05 0.10
C 0.18 0.19 -0.37
C -0.44 -0.95 -0.71
C -4.01 -0.24 0.58
C 2.31 0.17 -0.78
N 3.02 1.38 -0.81
O -4.38 0.51 1.47
O 4.24 -1.03 0.72
O -4.54 -1.15 -0.11
O 2.38 -0.11 2.05
O 0.31 -2.03 -1.02
S 2.79 -0.91 0.65
H -2.41 1.99 0.58
H -0.18 2.30 0.36
H -2.30 -2.07 -0.72
H 2.35 -0.53 -1.67
H 3.79 1.43 -0.09
H 2.56 2.21 -0.94
H 1.44 0.29 1.92
H -0.30 -2.77 -1.21
```


Below is C22H19MoN4O15P2S as an isolated structure at a distorted geometry, with properties calculated with the ωB97M-V functional and the def2-TZVPD basis.

Summary:
Highest occupied orbital energy   -0.3934 hartree
Total charge   +1
E_tot   -91066.407 eV

XYZ file:
```
64
C22H19MoN4O15P2S | OMol25 | the ωB97M-V functional and the def2-TZVPD basis
Mo 0.10 0.12 0.10
O 1.03 0.78 4.08
P 0.76 -0.49 3.23
O 0.12 -1.63 3.85
O -0.04 0.09 1.93
O 2.16 -0.90 2.54
P 3.09 -0.33 1.38
O 3.59 1.01 1.99
O 4.03 -1.27 0.81
O 1.94 0.08 0.28
H 1.23 1.59 3.58
H 4.24 1.50 1.46
O -1.23 -0.12 -3.65
C -1.12 -0.08 -2.49
O 0.06 -0.09 -1.78
C -2.30 0.01 -1.47
O -3.44 -0.03 -1.69
O -1.73 0.08 -0.17
O -1.61 2.43 -1.61
C -0.78 2.91 -0.89
N 0.13 2.11 -0.12
S 1.28 3.09 0.67
O 1.15 2.84 2.08
O 2.56 2.92 0.06
C 0.54 4.58 0.19
C 0.96 5.85 0.53
C 0.23 6.91 -0.01
C -0.85 6.68 -0.87
C -1.24 5.39 -1.20
C -0.52 4.34 -0.66
H 1.80 6.03 1.18
H 0.51 7.92 0.23
H -1.39 7.52 -1.27
H -2.07 5.20 -1.87
C 8.78 -3.33 -1.36
C 7.55 -4.14 -1.05
C 7.56 -5.14 -0.09
C 6.43 -5.88 0.20
C 5.24 -5.64 -0.49
N 4.12 -6.45 -0.18
C 2.79 -6.14 -0.10
O 1.93 -6.98 0.04
N 2.51 -4.77 -0.10
C 1.25 -4.20 -0.05
C 0.03 -4.89 -0.08
C -1.14 -4.15 -0.02
C -1.10 -2.78 0.07
N 0.07 -2.11 0.08
C 1.21 -2.81 0.01
C 5.22 -4.66 -1.48
C 6.36 -3.91 -1.74
H 9.62 -3.62 -0.72
H 8.60 -2.26 -1.21
H 9.09 -3.46 -2.40
H 8.48 -5.35 0.46
H 6.45 -6.64 0.96
H 4.29 -7.41 0.04
H 3.30 -4.14 -0.02
H 0.02 -5.96 -0.14
H -2.10 -4.65 -0.03
H -2.01 -2.20 0.17
H 2.14 -2.27 -0.03
H 4.34 -4.51 -2.09
H 6.33 -3.16 -2.51
```


Below is C40H52AsB2F2KN4O9P as an isolated structure at a distorted geometry, with properties calculated with the ωB97M-V functional and the def2-TZVPD basis.

Summary:
Highest occupied orbital energy (spin up / spin down)   -0.0698 / -0.0732 hartree
Total charge   -1
E_tot   -159960.366 eV

XYZ file:
```
112
C40H52AsB2F2KN4O9P | OMol25 | the ωB97M-V functional and the def2-TZVPD basis
K -0.31 0.17 0.34
C -2.53 -4.14 -1.54
O -1.61 -4.43 -0.49
C -0.98 -3.24 -0.18
N -1.32 -2.21 -0.90
C -2.27 -2.66 -1.91
C -1.75 -2.55 -3.33
C -2.64 -2.63 -4.39
C -2.18 -2.65 -5.70
C -0.82 -2.58 -5.96
C 0.07 -2.48 -4.90
C -0.39 -2.46 -3.59
C -0.05 -3.29 0.90
C 0.33 -4.52 1.50
C 1.25 -4.54 2.50
C 1.81 -3.31 2.95
C 1.37 -2.16 2.33
N 0.47 -2.09 1.35
C 1.86 -0.84 2.81
N 1.40 0.29 2.47
C 2.03 1.30 3.31
C 3.19 0.54 3.97
O 2.86 -0.85 3.74
C 2.43 2.56 2.58
C 3.23 3.51 3.22
C 3.57 4.69 2.58
C 3.11 4.95 1.30
C 2.32 4.01 0.65
C 1.99 2.83 1.29
H -3.55 -4.32 -1.18
H -2.33 -4.82 -2.38
H -3.19 -2.07 -1.84
H -3.71 -2.66 -4.19
H -2.89 -2.71 -6.51
H -0.46 -2.59 -6.98
H 1.14 -2.42 -5.10
H 0.30 -2.38 -2.76
H -0.11 -5.44 1.13
H 1.55 -5.48 2.95
H 2.55 -3.26 3.74
H 1.29 1.60 4.06
H 3.28 0.69 5.04
H 4.15 0.75 3.50
H 3.58 3.32 4.23
H 4.20 5.42 3.10
H 3.37 5.88 0.80
H 1.95 4.19 -0.35
H 1.41 2.07 0.78
F -3.14 2.80 -0.10
B -2.50 2.45 -1.28
F -1.28 3.05 -1.40
C 4.32 0.58 0.13
C 4.33 -0.76 -0.56
N 5.42 -1.01 -1.36
O 3.42 -1.56 -0.45
H 5.31 1.00 0.28
H 3.80 0.48 1.08
H 3.73 1.27 -0.49
H 6.08 -0.29 -1.56
H 5.39 -1.82 -1.94
C 4.77 3.38 -2.96
C 3.54 4.03 -3.57
O 2.62 3.05 -4.05
P 1.55 2.46 -2.93
O 0.49 1.82 -3.96
C -0.17 2.58 -4.98
C -0.88 3.81 -4.45
O 2.23 1.07 -2.44
C 2.37 -0.11 -3.26
C 3.56 0.00 -4.20
H 5.48 4.14 -2.62
H 5.27 2.74 -3.70
H 4.50 2.76 -2.11
H 3.82 4.64 -4.43
H 3.05 4.68 -2.84
H -0.89 1.89 -5.41
H 0.57 2.85 -5.74
H -1.64 3.55 -3.72
H -1.36 4.33 -5.29
H -0.18 4.51 -3.99
H 1.45 -0.27 -3.81
H 2.50 -0.93 -2.55
H 3.41 0.79 -4.93
H 3.69 -0.95 -4.73
H 4.48 0.21 -3.64
C -3.75 0.35 1.69
As -2.64 1.63 2.59
C -2.52 0.96 4.39
C -3.57 3.31 2.76
O -1.12 1.76 1.96
H -4.72 0.30 2.20
H -3.26 -0.62 1.74
H -3.89 0.64 0.65
H -3.51 0.86 4.84
H -1.92 1.65 4.98
H -2.03 -0.01 4.37
H -4.65 3.13 2.80
H -3.33 3.91 1.90
H -3.25 3.79 3.68
O -4.42 0.68 -2.05
B -3.21 1.43 -2.33
O -2.87 1.18 -3.71
C -3.86 0.41 -4.22
C -4.03 -0.03 -5.51
C -5.13 -0.85 -5.78
C -6.03 -1.19 -4.78
C -5.86 -0.72 -3.47
C -4.78 0.09 -3.21
H -3.30 0.22 -6.28
H -5.28 -1.22 -6.79
H -6.88 -1.82 -5.01
H -6.56 -0.96 -2.68
```


Below is a 2-piece molecular cluster, C20H28I2N2O8P overall at a distorted geometry, with properties calculated with the ωB97M-V functional and the def2-TZVPD basis.

Summary:
Highest occupied orbital energy   -0.0779 hartree
Total charge   -1
E_tot   -66028.279 eV

XYZ file:
```
61
C20H28I2N2O8P | OMol25 | the ωB97M-V functional and the def2-TZVPD basis
C 4.19 -4.35 0.29
C 4.10 -2.68 0.25
N 3.17 -2.16 -0.82
C 2.22 -1.09 -0.33
C 1.03 -1.58 0.68
C -0.08 -0.50 1.22
C -0.09 1.08 0.82
P -1.45 2.18 1.57
O -2.88 1.87 0.90
O -1.15 3.89 1.57
O -1.63 1.72 3.28
C 1.12 1.58 -0.22
C 1.06 3.18 -0.65
C -0.36 3.41 -1.51
O -0.63 4.72 -1.80
C 2.27 0.51 -0.79
C 3.48 1.00 -1.84
I 5.51 0.47 -1.09
C 3.22 0.48 -3.39
C 1.79 -0.31 -3.61
I 4.96 -0.67 -4.20
C -1.04 -1.46 2.12
O -2.12 -1.24 2.88
N -0.70 -2.97 2.09
C -1.80 -3.88 1.59
C -1.97 -3.93 -0.04
C -2.63 -2.59 -0.71
O -2.58 -2.72 -2.20
C 0.60 -3.01 1.32
O 1.12 -4.24 1.27
H 3.67 -4.79 1.27
H 3.63 -4.78 -0.67
H 5.30 -4.74 0.31
H 3.78 -2.28 1.33
H 5.23 -2.33 0.13
H 3.66 -1.90 -1.71
H -0.54 4.08 2.35
H -0.72 1.34 3.54
H 1.91 3.52 -1.37
H 1.12 3.89 0.30
H -1.08 2.54 -1.83
H 3.53 2.19 -1.93
H 3.17 1.44 -4.10
H 1.75 -1.38 -3.11
H 0.88 0.37 -3.26
H 1.64 -0.47 -4.77
H -1.50 -4.99 1.93
H -2.84 -3.68 2.13
H -1.00 -4.21 -0.63
H -2.74 -4.82 -0.26
H -3.79 -2.48 -0.46
H -2.07 -1.59 -0.46
H -2.58 -1.75 -2.50
C -4.84 4.78 1.19
C -4.95 5.27 2.64
O -5.73 6.34 2.63
H -4.40 5.54 0.53
H -4.20 3.89 1.14
H -5.82 4.50 0.77
H -3.91 5.39 2.98
H -5.27 4.40 3.22
```


Below is an isolated ion of composition C11H15N2O2 and charge +1 at a distorted geometry, with properties calculated with the ωB97M-V functional and the def2-TZVPD basis.

Summary:
Highest occupied orbital energy   -0.4563 hartree
Total charge   +1
SMILES   C/[N+](CO)=C1/CCN=C2C=CC=C[C@H]2O1
E_tot   -18715.040 eV

XYZ file:
```
30
C11H15N2O2 | OMol25 | the ωB97M-V functional and the def2-TZVPD basis
C -0.56 -1.86 0.37
N -1.40 -0.72 0.03
C -2.68 -0.57 0.81
O -3.76 0.15 0.28
C -0.87 0.02 -0.90
C -1.36 1.44 -1.18
C -0.68 2.30 -0.07
N 0.16 1.53 0.90
C 1.08 0.80 0.47
C 1.88 0.03 1.36
C 2.83 -0.86 1.05
C 3.24 -1.09 -0.33
C 2.70 -0.25 -1.23
C 1.42 0.57 -0.99
O 0.30 -0.39 -1.42
H -1.01 -2.23 1.23
H -0.59 -2.56 -0.52
H 0.40 -1.54 0.56
H -3.01 -1.68 0.94
H -2.31 0.05 1.73
H -4.55 -0.38 0.30
H -1.12 1.77 -2.10
H -2.45 1.32 -1.01
H 0.01 2.83 -0.75
H -1.33 2.96 0.51
H 1.69 0.24 2.46
H 3.22 -1.57 1.77
H 4.18 -1.53 -0.50
H 3.16 -0.33 -2.28
H 1.41 1.55 -1.51
```


Below is a 12-piece molecular cluster, H24O12 overall at a distorted geometry, with properties calculated with the ωB97M-V functional and the def2-TZVPD basis.

Summary:
Highest occupied orbital energy   -0.3923 hartree
SMILES   O.O.O.O.O.O.O.O.O.O.O.O
E_tot   -24955.869 eV

XYZ file:
```
36
H24O12 | OMol25 | the ωB97M-V functional and the def2-TZVPD basis
O -0.35 3.61 2.37
H -1.28 3.26 2.40
H 0.16 2.83 2.36
O 0.07 2.64 -2.15
H 0.95 2.92 -1.83
H -0.20 1.80 -1.93
O -2.50 2.50 0.11
H -2.89 1.82 -0.35
H -2.66 3.34 -0.51
O 0.11 -0.20 0.75
H 0.79 -0.37 1.48
H 0.61 0.69 0.50
O -2.30 -1.06 0.08
H -1.44 -0.60 0.29
H -2.62 -1.67 0.78
O -2.99 -1.78 -2.40
H -3.58 -1.19 -1.99
H -2.72 -2.12 -1.60
O 2.34 -1.49 1.78
H 3.13 -1.96 2.33
H 1.69 -1.99 1.47
O -0.19 -2.90 -0.07
H -0.03 -1.94 0.04
H -1.10 -3.03 -0.36
O 3.14 3.32 0.77
H 3.91 2.74 0.73
H 3.14 3.79 1.60
O 3.41 -2.16 -0.34
H 4.38 -2.05 0.04
H 2.95 -1.55 0.44
O -2.58 -0.75 2.73
H -3.60 -0.56 2.80
H -2.17 -0.55 1.93
O 1.82 -1.85 -3.97
H 1.27 -1.61 -4.62
H 1.67 -1.05 -3.28
```


Below is C26H22IMgN2O3S as an isolated structure, with properties calculated with the ωB97M-V functional and the def2-TZVPD basis.

Summary:
Highest occupied orbital energy   -0.3929 hartree
Total charge   +1
E_tot   -60819.625 eV

XYZ file:
```
56
C26H22IMgN2O3S | OMol25 | the ωB97M-V functional and the def2-TZVPD basis
Mg 1.04 0.47 -1.01
C 3.50 -1.28 2.47
C 2.82 -2.27 1.58
N 2.92 -3.54 1.85
C 2.32 -4.44 1.05
C 1.60 -4.11 -0.07
C 0.98 -5.21 -0.89
O 1.46 -5.25 -2.23
C 1.46 -2.73 -0.39
C 0.73 -2.39 -1.58
N 0.39 -1.21 -2.01
C -0.33 -1.13 -3.23
C -1.36 -2.01 -3.53
C -2.05 -1.91 -4.73
C -1.73 -0.91 -5.64
C -0.72 -0.01 -5.34
C -0.04 -0.13 -4.15
I 1.50 1.26 -3.75
C 2.07 -1.78 0.46
O 2.01 -0.49 0.27
H 4.11 -1.82 3.19
H 2.77 -0.68 3.00
H 4.12 -0.59 1.89
H 2.45 -5.48 1.33
H -0.10 -5.08 -0.97
H 1.15 -6.16 -0.39
H 2.39 -5.48 -2.22
H 0.47 -3.24 -2.21
H -1.64 -2.77 -2.81
H -2.85 -2.60 -4.94
H -2.27 -0.82 -6.57
H -0.47 0.77 -6.04
O 0.22 2.06 -0.30
S 0.43 2.80 1.03
C -0.73 4.15 0.94
C -1.56 4.30 -0.16
C -2.44 5.37 -0.18
C -2.47 6.27 0.87
C -1.62 6.12 1.96
C -0.73 5.05 2.00
C -0.33 1.79 2.26
C 0.52 1.23 3.21
C -0.02 0.37 4.16
C -1.38 0.10 4.16
C -2.22 0.67 3.21
C -1.70 1.52 2.25
H -1.51 3.59 -0.97
H -3.10 5.50 -1.03
H -3.16 7.11 0.84
H -1.64 6.83 2.77
H -0.06 4.93 2.84
H 1.57 1.45 3.19
H 0.63 -0.07 4.91
H -1.79 -0.57 4.91
H -3.27 0.45 3.22
H -2.34 1.99 1.51
```


Below is a 2-piece molecular cluster, H4S4 overall at a distorted geometry, with properties calculated with the ωB97M-V functional and the def2-TZVPD basis.

Summary:
Highest occupied orbital energy   -0.3204 hartree
SMILES   SS.SS
E_tot   -43404.632 eV

XYZ file:
```
8
H4S4 | OMol25 | the ωB97M-V functional and the def2-TZVPD basis
S 1.15 -1.97 1.49
S 0.55 -2.73 3.43
H 1.42 -3.17 0.97
H -0.06 -1.72 3.95
S -0.05 2.94 -1.63
S -2.05 2.19 -2.14
H 0.36 2.87 -2.96
H -1.33 1.59 -3.11
```


Below is C5H20FN10O5Y as an isolated structure at a distorted geometry, with properties calculated with the ωB97M-V functional and the def2-TZVPD basis.

Summary:
Highest occupied orbital energy   -0.4972 hartree
Total charge   +2
E_tot   -34384.689 eV

XYZ file:
```
42
C5H20FN10O5Y | OMol25 | the ωB97M-V functional and the def2-TZVPD basis
Y -0.18 4.01 2.01
F -0.14 1.13 -0.03
C -3.74 -0.96 -3.42
O -4.69 -1.22 -4.19
N -3.32 0.32 -3.23
N -3.06 -1.84 -2.79
H -3.73 1.16 -3.63
H -2.52 0.43 -2.62
H -2.37 -1.49 -2.14
H -3.37 -2.80 -2.85
C -1.04 -4.30 1.63
O -1.57 -5.30 2.06
N -1.28 -3.09 2.12
N -0.23 -4.20 0.56
H -1.83 -3.17 2.96
H -0.98 -2.18 1.80
H 0.25 -5.03 0.25
H 0.00 -3.29 0.17
C 5.31 2.82 0.90
O 4.23 3.03 1.44
N 6.07 3.76 0.37
N 5.85 1.62 0.82
H 6.92 3.47 -0.08
H 5.88 4.75 0.42
H 5.39 0.75 1.07
H 6.84 1.70 0.62
C -4.70 0.97 4.63
O -3.82 1.35 3.85
N -5.69 0.36 4.23
N -4.46 0.96 5.91
H -6.06 0.42 3.29
H -6.44 0.03 4.82
H -3.87 1.64 6.37
H -5.05 0.34 6.44
C 3.54 0.22 -4.62
O 3.69 -0.20 -5.80
N 4.36 1.00 -4.06
N 2.47 -0.03 -3.95
H 4.28 1.25 -3.08
H 5.15 1.44 -4.51
H 2.19 0.56 -3.18
H 1.74 -0.39 -4.55
```